# 1
A 6-piece molecular cluster, C30H62BrClNO15S5 overall at a distorted geometry, computed with ωB97M-V with the def2-TZVPD basis set.

Last column: Löwdin charge in e.
Positions of all 115 atoms, in Å:
C 3.341 -1.935 -5.736  -0.06
C 2.216 -1.033 -5.227  -0.34
C 2.110 0.408 -5.706  -0.04
C 1.311 -1.585 -4.366  -0.08
C 0.860 -0.970 -3.041  -0.18
C 2.043 -0.464 -2.175  -0.17
C 2.426 -1.580 -1.176  -0.41
C 1.286 -1.796 -0.129  -0.05
C 3.718 -1.198 -0.396  -0.16
C 5.027 -1.517 -1.188  -0.12
C 5.904 -2.589 -0.579  -0.17
C 7.225 -2.233 -0.216  0.04
C 8.107 -3.184 0.327  -0.58
Cl 9.734 -2.802 0.781  0.78
C 7.673 -4.488 0.505  -0.05
N 6.414 -4.805 0.172  0.07
C 5.546 -3.923 -0.351  -0.56
Br 3.825 -4.604 -0.754  0.97
H 2.991 -2.976 -5.783  0.08
H 4.126 -1.904 -4.973  0.06
H 3.721 -1.631 -6.716  0.07
H 3.003 0.667 -6.284  0.08
H 2.101 1.081 -4.836  0.07
H 1.209 0.587 -6.292  0.09
H 0.840 -2.526 -4.671  0.11
H 0.191 -0.120 -3.258  0.09
H 0.233 -1.708 -2.537  0.10
H 2.870 -0.284 -2.875  0.10
H 1.729 0.442 -1.647  0.11
H 2.581 -2.471 -1.795  0.07
H 0.737 -0.852 -0.052  0.09
H 1.655 -2.134 0.839  0.07
H 0.599 -2.542 -0.541  0.08
H 3.730 -1.587 0.626  0.11
H 3.671 -0.105 -0.293  0.12
H 4.758 -1.700 -2.234  0.12
H 5.636 -0.606 -1.186  0.11
H 7.605 -1.227 -0.367  0.13
H 8.322 -5.255 0.909  0.15
H 6.133 -5.770 0.302  0.16
O -3.175 -1.693 -4.466  -0.28
S -3.321 -0.778 -3.373  0.56
O -2.766 -1.069 -2.084  -0.29
O -4.862 -0.404 -3.211  -0.26
C -5.811 -1.476 -3.031  -0.24
C -5.750 -2.085 -1.644  -0.07
C -2.764 0.818 -3.874  -0.11
H -5.666 -2.233 -3.805  0.11
H -6.794 -1.036 -3.192  0.12
H -4.798 -2.588 -1.474  0.07
H -6.545 -2.819 -1.514  0.09
H -5.850 -1.314 -0.881  0.05
H -3.206 1.061 -4.837  0.08
H -1.681 0.772 -3.956  0.05
H -3.050 1.543 -3.117  0.08
O -6.717 -0.268 0.844  -0.28
S -6.879 0.623 1.957  0.58
O -6.360 0.287 3.247  -0.27
O -8.422 1.004 2.091  -0.26
C -9.380 -0.067 2.220  -0.25
C -9.351 -0.707 3.593  -0.08
C -6.293 2.225 1.514  -0.12
H -9.218 -0.807 1.433  0.11
H -10.356 0.381 2.046  0.12
H -8.405 -1.215 3.774  0.06
H -10.148 -1.443 3.692  0.09
H -9.466 0.047 4.371  0.09
H -6.707 2.499 0.548  0.07
H -5.208 2.166 1.460  0.08
H -6.591 2.931 2.285  0.08
O 7.688 3.745 2.680  -0.26
S 7.664 3.074 1.419  0.58
O 6.753 1.991 1.176  -0.30
O 9.144 2.584 1.065  -0.26
C 9.835 1.763 2.023  -0.24
C 9.277 0.354 2.075  -0.10
C 7.499 4.255 0.121  -0.12
H 9.810 2.229 3.010  0.12
H 10.875 1.740 1.704  0.13
H 8.255 0.351 2.452  0.07
H 9.881 -0.273 2.731  0.08
H 9.259 -0.086 1.079  0.03
H 8.212 5.058 0.282  0.08
H 6.481 4.636 0.163  0.07
H 7.673 3.759 -0.830  0.07
O -7.531 -0.914 7.932  -0.27
S -7.913 -2.208 7.455  0.57
O -8.950 -2.367 6.480  -0.28
O -8.223 -3.153 8.705  -0.26
C -9.209 -2.714 9.659  -0.25
C -10.625 -2.835 9.129  -0.07
C -6.480 -3.059 6.880  -0.12
H -8.990 -1.692 9.975  0.12
H -9.089 -3.355 10.530  0.12
H -10.795 -2.159 8.291  0.07
H -11.344 -2.589 9.911  0.08
H -10.816 -3.848 8.774  0.08
H -5.696 -2.975 7.627  0.07
H -6.175 -2.581 5.951  0.08
H -6.740 -4.099 6.698  0.07
O 3.561 4.148 -4.674  -0.27
S 2.781 4.457 -3.514  0.56
O 1.378 4.171 -3.466  -0.28
O 3.020 5.983 -3.120  -0.26
C 2.766 6.993 -4.119  -0.25
C 1.285 7.217 -4.356  -0.07
C 3.542 3.738 -2.095  -0.12
H 3.282 6.736 -5.046  0.12
H 3.218 7.908 -3.740  0.12
H 0.815 6.336 -4.792  0.07
H 1.133 8.052 -5.040  0.08
H 0.774 7.427 -3.417  0.09
H 4.602 3.974 -2.104  0.07
H 3.391 2.662 -2.161  0.06
H 3.059 4.128 -1.202  0.08

Results
Net charge: +1
HOMO level (eV): -9.441

***

# 2
A 11-piece molecular cluster, C30H62F14N11O32S14 overall at a distorted geometry, computed with ωB97M-V with the def2-TZVPD basis set.

Last column: Löwdin charge in e.
Positions of all 163 atoms, in Å:
C -0.871 -5.344 0.080  0.00
C -0.755 -4.169 0.964  -0.38
O -0.217 -3.142 0.623  0.19
N -1.409 -4.486 2.315  0.07
H -2.139 -5.115 2.012  0.15
H -0.851 -4.980 2.997  0.18
C -2.000 -3.259 3.014  0.07
H -0.118 -5.328 -0.707  0.09
H -1.900 -5.404 -0.277  0.11
H -0.664 -6.227 0.685  0.09
H -2.574 -3.732 3.810  0.11
H -2.589 -2.845 2.195  0.11
H -1.169 -2.614 3.299  0.12
C -6.171 -3.245 -1.956  0.00
C -6.675 -1.762 -1.698  -0.39
C -6.242 -1.357 -0.264  -0.14
C -6.460 0.128 0.017  -0.16
C -5.457 0.919 -0.850  -0.09
C -5.713 0.663 -2.383  -0.38
N -6.037 -0.794 -2.725  0.13
O -6.186 -1.120 -4.057  0.14
C -4.389 1.032 -3.154  0.03
C -6.956 1.403 -2.941  0.02
C -8.205 -1.694 -1.780  -0.02
H -5.086 -3.305 -2.032  0.06
H -6.729 -3.673 -2.790  0.08
H -6.429 -3.894 -1.119  0.08
H -5.239 -1.650 0.048  0.12
H -6.830 -1.870 0.498  0.12
H -6.321 0.362 1.073  0.11
H -7.486 0.449 -0.164  0.11
H -4.430 0.623 -0.634  0.11
H -5.474 1.957 -0.519  0.14
H -4.483 0.921 -4.235  0.09
H -3.684 0.315 -2.734  0.06
H -4.074 2.052 -2.934  0.11
H -6.857 2.426 -2.578  0.12
H -7.901 0.932 -2.669  0.06
H -7.118 1.327 -4.016  0.10
H -8.596 -2.095 -2.715  0.09
H -8.672 -0.710 -1.740  0.07
H -8.642 -2.267 -0.963  0.10
C -1.404 2.168 -0.841  0.01
C 0.123 2.492 -0.821  -0.38
C 0.435 3.761 -0.004  -0.10
C 0.523 3.572 1.514  -0.15
C 1.385 2.459 1.946  -0.13
C 1.070 1.082 1.323  -0.40
N 0.937 1.312 -0.182  0.21
O 1.536 0.360 -1.141  0.10
C -0.221 0.481 1.867  -0.01
C 2.188 0.091 1.719  -0.02
C 0.459 2.829 -2.278  -0.01
H -1.923 2.006 0.104  0.06
H -1.640 1.316 -1.479  0.07
H -1.996 2.999 -1.223  0.10
H -0.312 4.509 -0.269  0.12
H 1.387 4.141 -0.375  0.12
H -0.471 3.468 1.949  0.11
H 0.998 4.467 1.916  0.14
H 1.246 2.415 3.026  0.13
H 2.420 2.796 1.885  0.13
H -0.413 -0.497 1.426  0.07
H -1.111 1.084 1.687  0.05
H -0.098 0.419 2.949  0.09
H 2.210 -0.053 2.799  0.09
H 3.151 0.492 1.404  0.07
H 2.079 -0.910 1.302  0.06
H 0.203 1.978 -2.909  0.09
H 1.546 2.906 -2.328  0.09
H 0.003 3.693 -2.762  0.08
C 2.569 -4.014 -1.328  0.00
C 3.722 -4.748 -0.659  -0.45
C 4.919 -4.727 -1.580  -0.13
C 6.198 -5.362 -1.028  -0.16
C 6.559 -4.541 0.246  -0.12
C 5.455 -4.199 1.307  -0.36
N 4.098 -4.038 0.631  0.13
O 3.095 -3.557 1.368  0.18
C 5.779 -2.833 1.957  0.00
C 5.471 -5.489 2.235  0.01
C 3.236 -6.175 -0.434  0.00
H 2.703 -2.947 -1.507  0.12
H 1.651 -4.102 -0.747  0.05
H 2.340 -4.570 -2.237  0.11
H 5.122 -3.666 -1.725  0.14
H 4.842 -5.023 -2.626  0.14
H 7.031 -5.238 -1.720  0.12
H 6.252 -6.450 -0.989  0.10
H 7.100 -3.641 -0.044  0.12
H 7.352 -5.140 0.693  0.12
H 5.774 -2.051 1.196  0.07
H 6.716 -2.811 2.513  0.10
H 5.002 -2.549 2.667  0.08
H 4.711 -5.589 3.009  0.09
H 6.402 -5.438 2.799  0.10
H 5.596 -6.386 1.628  0.07
H 3.990 -6.765 0.088  0.07
H 2.918 -6.667 -1.353  0.11
H 2.430 -6.244 0.297  0.08
N 1.595 5.568 7.061  -0.28
S 3.098 5.541 7.774  0.57
O 4.279 5.420 6.909  -0.30
O 3.161 4.928 9.080  -0.31
F 3.181 7.100 8.146  -0.23
S 1.624 4.239 6.411  0.39
O 2.199 3.107 7.160  -0.31
O 1.755 4.233 4.961  -0.30
F 0.095 4.045 6.564  -0.19
N -3.255 -2.144 -3.229  -0.28
S -2.733 -2.429 -4.753  0.54
O -3.422 -3.518 -5.426  -0.30
O -1.392 -2.064 -5.180  -0.24
F -3.524 -1.209 -5.453  -0.21
S -1.869 -2.294 -2.575  0.50
O -1.061 -1.109 -2.509  -0.25
O -1.189 -3.651 -2.559  -0.34
F -2.536 -2.306 -1.062  -0.27
N -3.023 7.132 -3.685  -0.25
S -4.056 6.795 -2.626  0.40
O -3.747 7.352 -1.303  -0.33
O -4.749 5.553 -2.531  -0.31
F -5.171 7.902 -3.076  -0.24
S -2.022 5.887 -3.206  0.54
O -2.234 4.557 -3.717  -0.29
O -1.466 6.027 -1.880  -0.28
F -0.731 6.307 -4.126  -0.21
N 0.009 3.033 -7.878  -0.27
S 0.149 2.549 -6.495  0.40
O 0.057 3.700 -5.573  -0.32
O 0.908 1.347 -6.135  -0.31
F -1.304 1.896 -6.326  -0.22
S 1.666 3.248 -8.148  0.54
O 2.260 2.115 -8.844  -0.32
O 2.506 3.936 -7.193  -0.27
F 1.533 4.229 -9.366  -0.20
N 6.116 1.087 4.494  -0.25
S 5.082 1.917 5.206  0.41
O 5.166 2.147 6.655  -0.29
O 3.722 1.945 4.696  -0.30
F 5.557 3.355 4.620  -0.21
S 5.535 -0.334 5.123  0.57
O 4.189 -0.796 4.638  -0.34
O 5.887 -0.668 6.472  -0.29
F 6.479 -1.357 4.314  -0.24
N -3.960 2.121 4.652  -0.26
S -2.561 2.661 4.873  0.42
O -2.410 4.137 4.981  -0.29
O -1.398 1.908 4.437  -0.29
F -2.509 2.199 6.417  -0.22
S -3.821 2.257 2.940  0.57
O -3.613 1.014 2.208  -0.34
O -3.362 3.465 2.307  -0.26
F -5.436 2.457 2.696  -0.25
N 5.860 1.340 -0.017  -0.27
S 5.214 0.009 -0.854  0.59
O 5.094 0.112 -2.265  -0.26
O 4.305 -0.916 -0.181  -0.34
F 6.570 -0.892 -0.772  -0.24
S 5.121 2.492 -0.628  0.47
O 3.640 2.554 -0.462  -0.31
O 5.703 2.837 -1.937  -0.31
F 5.690 3.625 0.319  -0.17

Results
Net charge: -3
HOMO level (eV): -2.520

***

# 3
A 6-piece molecular cluster, C30H62F3O7P overall at a distorted geometry, computed with ωB97M-V with the def2-TZVPD basis set.

Last column: Löwdin charge in e.
Positions of all 103 atoms, in Å:
O -3.354 -1.815 -2.681  0.03
C -2.388 -1.421 -1.987  -0.39
C -1.239 -0.478 -2.641  -0.31
P 0.444 -1.306 -2.199  0.81
C 2.039 -2.263 -1.638  -0.35
O 3.267 -1.545 -1.968  -0.09
C 3.738 -0.770 -0.898  -0.48
F 4.575 0.247 -1.460  0.06
F 4.541 -1.462 0.032  0.10
F 2.737 -0.093 -0.168  0.07
C -2.145 -1.821 -0.450  -0.14
C -2.057 -0.678 0.598  -0.02
C -1.850 -1.012 2.096  -0.05
C -1.700 -2.503 2.477  -0.07
C -1.777 -3.666 1.451  -0.06
C -2.024 -3.322 -0.036  -0.02
H -1.381 -0.350 -3.770  0.09
H -1.373 0.558 -2.161  0.07
H -0.202 -2.587 -2.457  0.04
H 0.393 -0.660 -0.919  0.02
H 1.147 -0.633 -3.254  0.04
H 1.937 -2.515 -0.514  0.12
H 1.994 -3.259 -2.226  0.10
H -2.143 0.399 0.244  0.09
H -1.818 -0.157 2.848  0.09
H -1.518 -2.750 3.571  0.08
H -1.667 -4.746 1.788  0.08
H -2.123 -4.143 -0.814  0.10
C 5.456 -3.962 -7.301  -0.08
C 4.243 -3.108 -6.972  -0.28
O 3.801 -3.244 -5.629  -0.16
C 4.727 -2.869 -4.617  -0.28
C 5.138 -1.409 -4.684  -0.08
H 5.274 -5.008 -7.040  0.08
H 5.689 -3.899 -8.367  0.08
H 6.339 -3.635 -6.747  0.07
H 3.410 -3.425 -7.604  0.12
H 4.427 -2.055 -7.207  0.11
H 5.601 -3.528 -4.638  0.11
H 4.228 -3.048 -3.662  0.10
H 5.711 -1.195 -5.590  0.07
H 5.762 -1.148 -3.826  0.08
H 4.258 -0.760 -4.694  0.08
C 5.182 6.240 -1.868  -0.08
C 5.512 5.559 -0.551  -0.28
O 4.364 5.186 0.197  -0.16
C 3.482 4.258 -0.419  -0.28
C 4.127 2.918 -0.724  -0.09
H 4.512 7.089 -1.706  0.08
H 6.095 6.597 -2.352  0.08
H 4.683 5.557 -2.560  0.06
H 6.073 6.258 0.075  0.12
H 6.162 4.692 -0.707  0.11
H 3.036 4.696 -1.318  0.10
H 2.661 4.099 0.287  0.11
H 4.905 3.012 -1.485  0.07
H 3.382 2.212 -1.095  0.06
H 4.595 2.501 0.172  0.09
C -3.507 -8.783 4.854  -0.08
C -2.947 -7.740 3.903  -0.28
O -2.103 -6.789 4.537  -0.17
C -0.931 -7.297 5.161  -0.28
C 0.017 -7.990 4.198  -0.08
H -4.003 -8.304 5.703  0.08
H -4.227 -9.422 4.338  0.08
H -2.720 -9.425 5.256  0.07
H -3.778 -7.175 3.473  0.12
H -2.426 -8.212 3.063  0.11
H -1.199 -7.956 5.994  0.11
H -0.418 -6.437 5.599  0.12
H -0.422 -8.903 3.790  0.07
H 0.944 -8.265 4.707  0.08
H 0.255 -7.337 3.354  0.08
C -4.248 4.345 -1.075  -0.07
C -3.375 3.514 -0.151  -0.27
O -2.291 2.878 -0.815  -0.19
C -1.345 3.731 -1.446  -0.28
C -0.638 4.670 -0.484  -0.08
H -4.589 3.747 -1.925  0.08
H -5.120 4.724 -0.537  0.07
H -3.704 5.203 -1.477  0.07
H -3.984 2.715 0.281  0.12
H -3.009 4.112 0.689  0.10
H -1.819 4.285 -2.263  0.11
H -0.600 3.077 -1.908  0.11
H -1.330 5.397 -0.053  0.07
H 0.149 5.224 -1.001  0.07
H -0.194 4.111 0.344  0.08
C -3.847 6.000 5.280  -0.08
C -4.123 5.801 3.799  -0.28
O -4.250 4.436 3.425  -0.18
C -5.306 3.707 4.036  -0.28
C -6.685 4.264 3.727  -0.08
H -2.981 5.413 5.594  0.08
H -3.656 7.054 5.493  0.08
H -4.695 5.685 5.892  0.07
H -3.279 6.199 3.229  0.12
H -5.005 6.366 3.482  0.11
H -5.143 3.633 5.116  0.11
H -5.244 2.689 3.642  0.12
H -6.825 5.254 4.167  0.07
H -7.461 3.607 4.129  0.08
H -6.829 4.363 2.648  0.08

Results
SMILES: O=C(C[PH3]COC(F)(F)F)c1ccccc1.CCOCC.CCOCC.CCOCC.CCOCC.CCOCC
Energy relative to the best compared isomer or geometry (same formula, charge and spin) (eV): 4.824
HOMO level (eV): -8.510

***

# 4
A 8-piece molecular cluster, C30H62N4O14 overall at a distorted geometry, computed with ωB97M-V with the def2-TZVPD basis set.

Last column: Löwdin charge in e.
Positions of all 110 atoms, in Å:
O -4.168 -14.059 3.255  0.08
C -3.138 -14.177 2.548  -0.31
C -1.906 -13.436 2.725  0.08
C -0.766 -13.622 1.906  -0.19
O 0.321 -12.877 2.087  0.12
C -0.748 -14.433 0.658  -0.37
O 0.108 -14.475 -0.199  0.13
C -1.934 -15.223 0.543  0.06
C -3.061 -15.093 1.352  -0.20
O -4.211 -15.720 1.116  0.11
H -1.833 -12.779 3.579  0.13
H 0.972 -13.123 1.426  0.11
H -2.059 -15.789 -0.368  0.13
H -4.739 -15.675 1.917  0.11
C -6.196 -12.165 0.470  -0.05
N -6.884 -13.379 0.108  -0.15
C -6.419 -14.130 -1.072  -0.05
C -8.109 -13.805 0.607  -0.30
O -8.756 -14.775 0.248  -0.01
H -6.393 -11.768 1.466  0.08
H -6.562 -11.440 -0.256  0.08
H -5.116 -12.298 0.529  0.09
H -6.622 -13.527 -1.957  0.08
H -5.351 -14.343 -1.040  0.07
H -6.987 -15.013 -1.363  0.08
H -8.459 -13.108 1.384  0.12
C -3.552 -12.551 -3.902  -0.06
N -4.153 -13.693 -4.578  -0.18
C -3.811 -15.064 -4.050  -0.01
C -4.975 -13.542 -5.635  -0.30
O -5.491 -14.525 -6.274  -0.06
H -2.487 -12.416 -4.091  0.09
H -3.626 -12.769 -2.837  0.07
H -4.142 -11.654 -4.094  0.09
H -3.937 -15.025 -2.968  0.06
H -4.488 -15.869 -4.336  0.08
H -2.838 -15.337 -4.460  0.09
H -5.084 -12.473 -5.873  0.13
C -12.540 -11.297 3.521  -0.05
N -11.808 -12.387 2.785  -0.16
C -11.520 -12.307 1.373  -0.05
C -11.359 -13.375 3.658  -0.34
O -10.529 -14.163 3.291  0.01
H -12.383 -10.378 2.954  0.08
H -12.264 -11.107 4.558  0.08
H -13.617 -11.464 3.538  0.08
H -11.286 -13.219 0.823  0.07
H -12.403 -12.114 0.764  0.09
H -10.740 -11.573 1.174  0.08
H -11.825 -13.280 4.651  0.14
C -12.712 -15.560 -0.104  -0.06
N -13.618 -15.494 1.019  -0.19
C -14.976 -15.542 0.618  -0.09
C -13.229 -15.824 2.269  -0.28
O -14.079 -16.229 3.112  -0.03
H -12.884 -16.445 -0.716  0.09
H -11.655 -15.510 0.157  0.08
H -12.959 -14.742 -0.780  0.07
H -15.239 -14.798 -0.134  0.09
H -15.401 -16.499 0.317  0.10
H -15.748 -15.317 1.354  0.09
H -12.149 -15.790 2.481  0.12
C -10.786 -10.280 -3.266  -0.06
O -11.373 -11.350 -2.419  -0.20
C -11.016 -12.711 -2.587  -0.19
C -9.489 -12.923 -2.476  -0.13
O -8.745 -12.422 -3.650  -0.22
C -9.122 -12.930 -4.901  -0.13
H -11.259 -9.366 -2.906  0.08
H -11.015 -10.388 -4.326  0.08
H -9.728 -10.088 -3.089  0.07
H -11.569 -13.008 -3.478  0.12
H -11.416 -13.370 -1.816  0.09
H -9.182 -13.963 -2.370  0.11
H -9.047 -12.385 -1.636  0.11
H -8.399 -12.516 -5.604  0.09
H -10.143 -12.712 -5.213  0.07
H -9.042 -14.005 -5.067  0.09
C -9.498 -20.723 3.032  -0.12
O -8.751 -19.758 2.342  -0.16
C -9.551 -18.977 1.533  -0.22
C -8.719 -18.060 0.592  -0.18
O -7.724 -18.899 0.042  -0.19
C -6.893 -18.289 -0.916  -0.11
H -8.714 -21.225 3.598  0.09
H -9.995 -21.492 2.441  0.09
H -10.159 -20.317 3.798  0.09
H -10.320 -18.345 1.977  0.12
H -10.072 -19.723 0.934  0.12
H -8.263 -17.177 1.041  0.10
H -9.293 -17.640 -0.233  0.12
H -5.936 -18.810 -0.955  0.09
H -6.637 -17.318 -0.494  0.06
H -7.349 -18.043 -1.875  0.09
C -7.702 -12.904 4.546  -0.10
O -7.523 -11.802 3.650  -0.17
C -8.652 -10.898 3.838  -0.19
C -8.743 -9.890 2.777  -0.21
O -8.640 -10.506 1.504  -0.22
C -8.304 -9.555 0.499  -0.09
H -8.654 -13.424 4.439  0.06
H -7.579 -12.644 5.597  0.09
H -7.026 -13.719 4.288  0.08
H -8.442 -10.394 4.781  0.13
H -9.630 -11.376 3.881  0.10
H -7.835 -9.295 2.876  0.13
H -9.608 -9.226 2.761  0.13
H -8.758 -9.894 -0.432  0.08
H -7.238 -9.433 0.307  0.08
H -8.661 -8.568 0.792  0.09

Results
SMILES: O=C1C=C(O)C(=O)C=C1O.CN(C)C=O.CN(C)C=O.CN(C)C=O.CN(C)C=O.COCCOC.COCCOC.COCCOC
HOMO level (eV): -9.104

***

Number 1: LUMO -4.48 eV, total energy -7388.41855 hartree. Number 2: LUMO -0.74 eV, total energy -11162.17952 hartree. Number 3: LUMO 0.22 eV, total energy -2347.55886 hartree. Number 4: LUMO -2.13 eV, total energy -2452.39365 hartree.